ORCA calculation (ωB97M-V/def2-TZVPD) on a cluster of 2 separate species, C4H11NO2S in total at a distorted geometry.

The geometry in ORCA input format:
```
! wB97M-V def2-TZVPD RIJCOSX def2/J DEFGRID3
* xyz -2 1
C -1.6506 0.7333 -0.4060
N -0.3532 0.8259 0.3001
C 0.4905 -0.3450 0.5085
C 0.2682 -1.1970 1.6373
S 0.6715 -0.4782 3.2646
C 0.5162 -1.2990 -0.8188
O -0.5946 -1.9433 -1.0937
H -2.2330 -0.0868 -0.0789
H -1.4748 0.6021 -1.4834
H -2.1498 1.7259 -0.3323
H -0.5197 1.3520 1.1335
H 1.5776 0.0193 0.5887
H 0.9156 -2.1191 1.6742
H -0.7652 -1.6073 1.6839
H 1.4626 -2.0174 -0.7435
H 0.7635 -0.5360 -1.6470
H 0.3295 2.0599 -1.0911
H 1.6651 1.7868 -1.4949
O 1.0805 2.5239 -1.6012
*
```

For the LUMO energy, the calculation gives 6.19 eV. The value obtained for the energy above the lowest of the compared OMol25 structures with the same formula, charge and spin is 1.7295 eV. The calculation puts the gap between HOMO and LUMO at 5.34 eV.

=====

ORCA calculation (ωB97M-V/def2-TZVPD) on a cluster of 2 separate species, C4H11NO2S in total at a distorted geometry.

The geometry in ORCA input format:
```
! wB97M-V def2-TZVPD RIJCOSX def2/J DEFGRID3
* xyz 0 1
C -2.1325 -0.6022 -1.3329
N -2.2799 -0.0071 -0.1490
C -1.9439 1.4478 0.1350
S -2.9922 -0.6992 1.1694
H -2.6382 -1.6276 -1.4683
H -1.6783 -0.2949 -2.2159
H -1.8820 2.0131 -0.7935
H -2.7887 1.7543 0.8076
H -0.9925 1.4207 0.7008
C 1.7397 -1.4398 -0.4924
O 2.5624 -0.2157 -0.1436
C 1.9917 0.7544 0.6187
O 2.0301 0.3532 1.9917
H 1.5230 -1.4225 -1.6105
H 0.8308 -1.5162 0.1808
H 2.3875 -2.2503 -0.2817
H 0.8567 0.8034 0.3559
H 2.5918 1.6628 0.5625
H 2.8145 -0.1343 1.9653
*
```

Its SMILES is C=[N+](C)[S-].COCO. For the LUMO energy, the calculation gives -0.12 eV. The value obtained for the energy above the lowest of the compared OMol25 structures with the same formula, charge and spin is 4.0704 eV. The calculation puts the gap between HOMO and LUMO at 7.89 eV.

=====

ORCA calculation (ωB97M-V/def2-TZVPD) on a cluster of 2 separate species, C4H11NO2S in total at a distorted geometry.

The geometry in ORCA input format:
```
! wB97M-V def2-TZVPD RIJCOSX def2/J DEFGRID3
* xyz 0 1
C -1.4290 0.3913 2.4090
C -0.8249 -0.1952 1.1711
O -0.4883 -1.3504 1.0071
N -0.4377 0.7291 0.2249
C -0.0755 0.3579 -1.1178
C 1.2329 1.0717 -1.5112
S 2.6624 0.5941 -0.5043
H -2.1450 -0.3088 2.8406
H -0.6408 0.3873 3.1649
H -1.8737 1.3638 2.2528
H -0.7579 1.6763 0.3446
H 0.0575 -0.6943 -1.2415
H -0.7821 0.5819 -1.9192
H 1.0345 2.1373 -1.3691
H 1.4556 0.9039 -2.5559
H 2.4119 1.4441 0.4795
O -0.1608 -3.1191 -1.3463
H 0.1092 -2.8629 -0.4561
H 0.6518 -3.1080 -1.8731
*
```

Its SMILES is CC(=O)NCCS.O. For the LUMO energy, the calculation gives 0.58 eV. The value obtained for the energy above the lowest of the compared OMol25 structures with the same formula, charge and spin is 0.2511 eV. The calculation puts the gap between HOMO and LUMO at 9.71 eV.

=====

ORCA calculation (ωB97M-V/def2-TZVPD) on a cluster of 2 separate species, C4H11NO3 in total at a distorted geometry.

The geometry in ORCA input format:
```
! wB97M-V def2-TZVPD RIJCOSX def2/J DEFGRID3
* xyz -2 1
C -1.0937 -0.6275 0.4294
O -2.1417 -0.1189 -0.3446
C 0.2980 -0.0929 -0.0564
C 0.7241 1.1369 0.9596
C 2.0870 1.6992 0.6527
O 2.4375 2.7906 1.3931
N 0.9789 -1.1693 -1.1837
H -1.0139 -1.7210 0.5466
H -1.1731 -0.2098 1.4396
H 0.0184 0.6397 -0.8075
H 0.7125 0.6783 1.9528
H -0.0823 1.8680 0.9233
H 2.8286 0.8511 0.7832
H 2.1742 2.0252 -0.4289
H 1.1744 -0.7575 0.2540
H 0.2873 -1.9282 -1.1719
H -2.6938 -2.4129 -2.3604
H -2.2056 -0.7340 -1.1614
O -3.3168 -1.9171 -1.8195
*
```

For the LUMO energy, the calculation gives 6.58 eV. The value obtained for the energy above the lowest of the compared OMol25 structures with the same formula, charge and spin is 5.9592 eV. The calculation puts the gap between HOMO and LUMO at 6.73 eV.

=====

ORCA calculation (ωB97M-V/def2-TZVPD) on a cluster of 2 separate species, C4H11NO3 in total at a distorted geometry.

The geometry in ORCA input format:
```
! wB97M-V def2-TZVPD RIJCOSX def2/J DEFGRID3
* xyz 0 1
C 0.2708 -1.7185 -2.1764
N -0.1217 -1.0760 -0.9284
C -1.2071 -0.2926 -0.7242
O -1.3167 0.2935 0.3747
C 0.9845 -0.8818 -0.0305
C 1.9974 0.3031 -0.2841
O 1.7767 1.1668 0.8010
H 0.9438 -2.5386 -2.0329
H -0.6304 -2.2464 -2.4822
H 0.6369 -0.8632 -2.8545
H -2.0177 -0.5906 -1.4020
H 1.5585 -1.8703 0.0528
H 0.7415 -0.6725 1.0744
H 3.0791 0.3337 -0.2650
H 1.9832 0.8775 -1.2703
H 0.7934 1.4892 0.9758
O -2.1685 1.8269 2.5041
H -3.0916 1.5645 2.7252
H -1.7511 1.2905 1.8301
*
```

Its SMILES is CN(C=O)CCO.O. For the LUMO energy, the calculation gives 0.59 eV. The value obtained for the energy above the lowest of the compared OMol25 structures with the same formula, charge and spin is 3.1130 eV. The calculation puts the gap between HOMO and LUMO at 10.32 eV.

=====

ORCA calculation (ωB97M-V/def2-TZVPD) on a cluster of 2 separate species, C4H11NO3 in total at a distorted geometry.

The geometry in ORCA input format:
```
! wB97M-V def2-TZVPD RIJCOSX def2/J DEFGRID3
* xyz 0 1
O 0.7964 2.7609 1.5950
C 1.6545 2.0274 2.1408
N 2.1974 0.9634 1.5690
C 1.8609 0.5527 0.2353
C 0.7408 -0.4656 0.3587
C -0.4076 -0.1644 -0.5639
O -1.3876 -1.1549 -0.4829
H 2.0145 2.1195 3.1941
H 2.8571 0.4389 2.1488
H 1.5104 1.4692 -0.2771
H 2.7930 0.2239 -0.2633
H 0.3545 -0.2945 1.3819
H 1.1853 -1.4791 0.3319
H -0.8600 0.8327 -0.4005
H 0.1125 -0.1420 -1.5408
H -1.9014 -1.3340 -1.2980
O -4.1671 -1.9350 -2.8191
H -5.0609 -1.8328 -3.2176
H -4.2926 -2.5865 -2.0924
*
```

Its SMILES is O=CNCCCO.O. For the LUMO energy, the calculation gives 0.66 eV. The value obtained for the energy above the lowest of the compared OMol25 structures with the same formula, charge and spin is 1.7190 eV. The calculation puts the gap between HOMO and LUMO at 10.34 eV.

=====

ORCA calculation (ωB97M-V/def2-TZVPD) on the molecule C4H11NO3 at a distorted geometry.

The geometry in ORCA input format:
```
! wB97M-V def2-TZVPD RIJCOSX def2/J DEFGRID3
* xyz 0 1
C -2.6128 -0.3250 0.6801
O -1.2493 0.5832 0.4900
C -0.3741 0.0773 -0.4084
O -0.2936 -1.3062 -0.3676
O -0.6255 0.4783 -1.7069
C 1.1342 0.7297 0.0388
C 2.1996 0.1941 -0.8945
N 1.4190 0.4617 1.4018
H -2.4461 -0.9303 1.5725
H -3.3505 0.4681 0.8151
H -2.9475 -0.9147 -0.1761
H -0.3681 -1.5588 0.5848
H -1.1285 -0.2161 -2.1517
H 0.9672 1.7985 -0.0962
H 3.1641 0.6239 -0.6282
H 2.2674 -0.8905 -0.8180
H 1.9579 0.4542 -1.9208
H 1.6062 -0.5195 1.5770
H 0.6806 0.7920 2.0083
*
```

Its SMILES is COC(O)(O)[C@H](C)N. For the LUMO energy, the calculation gives 0.58 eV. The value obtained for the energy above the lowest of the compared OMol25 structures with the same formula, charge and spin is 2.1326 eV. The calculation puts the gap between HOMO and LUMO at 9.25 eV.

=====

ORCA calculation (ωB97M-V/def2-TZVPD) on a cluster of 2 separate species, C4H11NO3 in total at a distorted geometry.

The geometry in ORCA input format:
```
! wB97M-V def2-TZVPD RIJCOSX def2/J DEFGRID3
* xyz 1 2
O -0.8240 -0.1394 1.5128
C 0.1677 -0.5752 0.9864
O 0.5013 -1.8579 1.2711
C 1.0870 0.2495 0.0921
C 0.4215 0.0524 -1.2977
C 1.1217 -0.9852 -2.1824
N 1.2390 1.5361 0.7536
H -0.3303 -2.3057 1.5898
H 2.1124 -0.2060 0.2030
H -0.6328 -0.4559 -1.1414
H 0.3884 0.9418 -1.8956
H 2.1146 -0.5406 -2.4504
H 0.6354 -1.0800 -3.1491
H 1.3923 -1.9132 -1.7481
H 1.8320 2.1938 0.2511
H 0.3884 1.9537 1.1404
H -4.2212 1.5039 1.4341
H -3.8308 0.4414 2.5825
O -3.5625 1.1864 2.0481
*
```

For the LUMO energy (spin up / spin down), the calculation gives -3.35 / -9.10 eV. The value obtained for the energy above the lowest of the compared OMol25 structures with the same formula, charge and spin is 1.7719 eV. As for the expectation value of S²: 0.755. The calculation puts the gap between HOMO and LUMO (spin up / spin down) at 10.58 / 4.83 eV.

=====

ORCA calculation (ωB97M-V/def2-TZVPD) on a cluster of 2 separate species, C4H11NO3 in total at a distorted geometry.

The geometry in ORCA input format:
```
! wB97M-V def2-TZVPD RIJCOSX def2/J DEFGRID3
* xyz 1 2
C 1.2777 -0.5227 1.3588
O 2.2299 0.0725 2.2211
C 1.2578 0.2191 0.0183
C 0.1700 -0.2128 -0.9674
C -0.9048 0.8341 -1.1901
N -0.8565 1.5981 -2.2460
O -1.8463 0.9289 -0.3817
H 0.2816 -0.4248 1.7664
H 1.6881 -1.5019 1.2004
H 1.9326 0.9048 2.6068
H 2.2177 0.1714 -0.5007
H 1.2470 1.2824 0.2257
H -0.3629 -1.0942 -0.5862
H 0.5677 -0.4929 -1.9255
H 0.0025 1.8350 -2.7466
H -1.6067 2.2643 -2.4082
H -2.7168 -2.0505 0.4490
H -2.5153 -1.7507 1.9485
O -2.0632 -2.0600 1.1573
*
```

For the LUMO energy (spin up / spin down), the calculation gives -4.09 / -9.02 eV. The value obtained for the energy above the lowest of the compared OMol25 structures with the same formula, charge and spin is 1.3943 eV. As for the expectation value of S²: 0.755. The calculation puts the gap between HOMO and LUMO (spin up / spin down) at 9.70 / 4.76 eV.

=====

ORCA calculation (ωB97M-V/def2-TZVPD) on the molecule C4H11NO3S at a distorted geometry.

The geometry in ORCA input format:
```
! wB97M-V def2-TZVPD RIJCOSX def2/J DEFGRID3
* xyz 0 1
C -0.7408 2.0233 2.0450
C 0.0559 1.0924 1.1292
C -0.8067 0.3092 0.1615
C 0.0131 -0.2047 -1.0247
N -0.9621 -0.6636 -2.0664
S 1.3217 -1.4456 -0.5425
O 2.5857 -0.8083 -0.2276
O 0.9351 -2.5051 0.4445
O 1.5842 -2.3051 -1.9104
H -0.0340 2.5882 2.7249
H -1.2402 2.7555 1.4122
H -1.4731 1.4713 2.6460
H 0.7642 1.7244 0.5677
H 0.6946 0.3892 1.7204
H -1.5907 0.9535 -0.2319
H -1.3192 -0.4890 0.7106
H 0.5489 0.6796 -1.4554
H -0.4489 -1.0019 -2.9060
H -1.5748 -1.3888 -1.6902
H 1.6871 -3.1743 -1.5069
*
```

Its SMILES is CCC[C@H](N)S(=O)(=O)O. For the LUMO energy, the calculation gives 0.58 eV. The value obtained for the energy above the lowest of the compared OMol25 structures with the same formula, charge and spin is 0.5787 eV. The calculation puts the gap between HOMO and LUMO at 10.90 eV.

=====

ORCA calculation (ωB97M-V/def2-TZVPD) on a cluster of 2 separate species, C4H11NOS in total at a distorted geometry.

The geometry in ORCA input format:
```
! wB97M-V def2-TZVPD RIJCOSX def2/J DEFGRID3
* xyz 0 1
C -2.3130 -0.8925 2.1641
C -1.3300 -0.3670 3.2125
N -0.4012 0.6645 2.7102
O -1.1918 -0.7048 4.3518
H -2.5099 -1.9674 2.3879
H -1.9185 -0.7243 1.1606
H -3.1946 -0.2339 2.3075
H 0.1795 1.1796 3.3722
H 0.0201 0.5913 1.7293
C 2.2651 0.4803 -1.4981
S 0.5341 0.3031 -1.7832
C 0.5121 -0.0393 -3.5183
H 2.4019 1.5918 -1.2385
H 2.8276 0.3959 -2.5094
H 2.7177 -0.0192 -0.7109
H -0.3732 0.1088 -4.1609
H 0.6902 -0.9970 -3.8065
H 1.0840 0.6300 -4.1704
*
```

Its SMILES is CC(N)=O.CSC. For the LUMO energy, the calculation gives 0.80 eV. The value obtained for the energy above the lowest of the compared OMol25 structures with the same formula, charge and spin is 1.7357 eV. The calculation puts the gap between HOMO and LUMO at 9.57 eV.

=====

ORCA calculation (ωB97M-V/def2-TZVPD) on a cluster of 2 separate species, C4H11NOS in total at a distorted geometry.

The geometry in ORCA input format:
```
! wB97M-V def2-TZVPD RIJCOSX def2/J DEFGRID3
* xyz 0 1
C -1.9488 0.0136 0.9339
C -1.7246 -0.2650 -0.5341
N -2.7949 -0.0841 -1.3516
O -0.6454 -0.6183 -0.9681
H -0.9947 0.3467 1.3611
H -2.1980 -0.8792 1.5099
H -2.6538 0.8204 1.0885
H -2.6960 -0.4498 -2.2894
H -3.7186 0.0866 -0.9793
C 2.3197 -0.9628 0.9381
S 3.3747 0.1793 0.0345
C 2.0590 1.1988 -0.6610
H 2.8915 -1.6997 1.5011
H 1.7735 -0.4110 1.7008
H 1.6111 -1.4538 0.2739
H 1.2203 1.3338 0.0254
H 1.6444 0.7084 -1.5543
H 2.4804 2.1359 -1.0294
*
```

Its SMILES is CC(N)=O.CSC. For the LUMO energy, the calculation gives 0.71 eV. The value obtained for the energy above the lowest of the compared OMol25 structures with the same formula, charge and spin is 0.3263 eV. The calculation puts the gap between HOMO and LUMO at 8.72 eV.